70
Properties=species:S:1:pos:R:3 method="wB97M-V/def2-TZVPD" e_lumo_ev="-8.20 / -8.20" multiplicity=1 homo_lumo_gap_ev="6.0 / 6.0" charge=+2 e_tot_ev=-192531.907
Mo 0.305 1.186 -0.030
C 5.367 -0.853 1.483
C 4.153 -1.433 1.140
C 3.164 -0.668 0.553
C 3.408 0.679 0.297
C 4.632 1.270 0.632
C 5.603 0.497 1.229
N 2.394 1.457 -0.318
N 2.785 2.433 -1.000
C 1.784 3.284 -1.471
C 2.122 4.326 -2.302
C 1.107 5.172 -2.735
C -0.190 4.952 -2.305
C -0.446 3.876 -1.470
N 0.523 3.049 -1.067
H 6.134 -1.452 1.954
H 3.979 -2.483 1.330
H 2.232 -1.122 0.260
H 4.793 2.323 0.452
H 6.546 0.945 1.512
H 3.154 4.458 -2.595
H 1.332 5.997 -3.398
H -1.002 5.596 -2.610
H -1.445 3.661 -1.112
Br -4.894 -1.651 4.702
C -3.448 -0.560 4.214
C -2.394 -0.378 5.099
C -1.315 0.398 4.718
C -1.288 0.977 3.452
C -2.365 0.814 2.582
C -3.452 0.051 2.963
C -0.075 1.708 3.088
O 0.805 2.131 3.737
O 0.100 1.789 1.623
H -2.416 -0.846 6.073
H -0.479 0.544 5.389
H -2.383 1.311 1.619
H -4.304 -0.067 2.307
Br 1.999 2.839 -5.892
C 0.336 2.134 -5.365
C -0.780 2.278 -6.187
N -1.975 1.794 -5.866
C -2.110 1.147 -4.716
C -1.048 0.967 -3.831
C 0.206 1.467 -4.169
C -1.304 0.283 -2.556
O -2.279 -0.335 -2.253
O -0.297 0.463 -1.615
H -0.699 2.799 -7.134
H -3.093 0.763 -4.473
H 1.067 1.314 -3.532
C -0.533 -5.381 1.569
C -1.814 -4.849 0.935
C -1.666 -4.676 -0.574
C -2.289 -3.565 1.613
N -1.325 -2.458 1.471
C -1.161 -1.600 0.479
N -0.147 -0.813 0.803
N 0.291 -1.217 2.022
N -0.410 -2.201 2.421
H -0.264 -6.339 1.127
H -0.644 -5.526 2.644
H 0.307 -4.699 1.405
H -2.619 -5.565 1.121
H -0.820 -4.028 -0.821
H -2.570 -4.264 -1.030
H -1.471 -5.638 -1.045
H -2.419 -3.705 2.684
H -3.231 -3.219 1.187
H -1.760 -1.541 -0.418

---

64
Properties=species:S:1:pos:R:3 method="wB97M-V/def2-TZVPD" e_lumo_ev="-7.73 / -7.77" multiplicity=6 homo_lumo_gap_ev="5.6 / 5.5" charge=+2 e_tot_ev=-76939.740 s2=9.32
Dy 0.033 -0.380 0.270
C 3.526 -2.329 -1.665
O 2.504 -3.141 -1.105
C 1.573 -2.262 -0.664
N 1.705 -0.973 -0.934
C 2.958 -0.912 -1.712
C 3.954 0.111 -1.202
C 5.118 0.380 -1.942
C 6.064 1.297 -1.477
C 5.858 1.961 -0.269
C 4.705 1.712 0.471
C 3.759 0.795 0.008
C 0.499 -2.952 0.155
C 0.435 -4.226 0.660
C -0.599 -4.499 1.590
C -1.474 -3.482 2.047
C -1.334 -2.237 1.486
N -0.460 -2.117 0.505
C -1.936 -0.899 1.890
N -1.624 0.318 1.473
C -2.504 1.193 2.271
C -3.182 0.265 3.276
O -2.883 -1.056 2.848
C -1.778 2.334 2.958
C -2.517 3.347 3.595
C -1.869 4.391 4.260
C -0.478 4.441 4.294
C 0.268 3.450 3.660
C -0.378 2.405 2.996
H 3.773 -2.696 -2.667
H 4.419 -2.425 -1.036
H 2.693 -0.646 -2.744
H 5.296 -0.123 -2.889
H 6.960 1.496 -2.058
H 6.592 2.676 0.092
H 4.535 2.234 1.409
H 2.860 0.622 0.597
H 1.159 -4.982 0.383
H -0.689 -5.503 2.004
H -2.202 -3.673 2.825
H -3.249 1.622 1.588
H -4.267 0.408 3.284
H -2.813 0.382 4.301
H -3.603 3.329 3.576
H -2.452 5.167 4.748
H 0.026 5.255 4.809
H 1.353 3.489 3.677
H 0.224 1.645 2.500
N -4.309 -1.199 -5.791
C -3.764 -0.037 -5.167
S -4.062 1.246 -5.756
C -2.899 -0.124 -3.928
C -2.336 1.112 -3.286
C -1.570 1.013 -2.187
N -1.283 -0.260 -1.616
C -1.745 -1.349 -2.132
C -2.596 -1.309 -3.345
H -4.896 -1.117 -6.636
H -4.146 -2.149 -5.439
H -2.531 2.099 -3.691
H -1.165 1.908 -1.726
H -1.508 -2.302 -1.672
H -2.948 -2.258 -3.722
H 1.206 -0.486 1.950

---

Computed values of molecular weight (unit: g/mol) for the preceding records, in sequence: 806.3; 671.1.